Computed, not measured: a 6-piece molecular cluster, C42H100IN7O8P2S overall, with the ωB97M-V functional and the def2-TZVPD basis.

The geometry in XYZ format:
```
161
Properties=species:S:1:pos:R:3:forces:R:3:lowdin_charge:R:1
C 1.875180 2.192395 -1.869992 0.230 0.331 0.080 -0.101
C 2.497564 1.715650 -3.187619 -0.078 0.073 0.044 -0.250
C 1.560586 0.859093 -4.057000 -0.007 0.124 0.132 -0.207
C 0.826974 1.736308 -5.075424 0.162 0.129 0.099 -0.232
C 0.022772 1.028320 -6.161838 0.122 -0.051 -0.005 -0.193
C -1.285222 0.376777 -5.723873 -0.024 -0.287 0.159 -0.198
C -2.098866 1.159938 -4.702537 0.044 -0.177 0.021 -0.211
C -3.392584 0.434569 -4.347401 -0.046 -0.037 -0.086 -0.181
C -4.531182 1.269734 -3.756115 0.157 -0.007 0.115 -0.189
C -4.325100 1.903077 -2.363792 -0.297 0.043 -0.028 -0.322
N -3.569365 3.173369 -2.538896 0.220 -0.204 -0.116 -0.019
C -2.214383 3.545461 -2.142197 0.078 0.137 0.076 -0.219
C -2.019260 3.980036 -0.683259 -0.003 -0.014 0.051 -0.228
C -2.128867 5.490636 -0.442623 -0.016 0.007 0.129 -0.096
C -3.779951 0.892858 -1.298352 -0.200 -0.387 -0.152 -0.399
C -2.289080 0.614765 -1.163464 0.079 0.034 -0.106 -0.191
O -2.118260 -0.373607 -0.177105 -0.151 -0.135 0.216 -0.189
C -1.070553 -1.273608 -0.473791 0.470 -0.019 -0.139 -0.284
C -0.860112 -2.230218 0.676769 -0.125 -0.149 -0.095 -0.047
P -4.517573 -0.907135 -1.403541 0.029 0.005 0.482 0.493
S -5.336639 -1.633853 0.186462 0.067 0.072 -0.059 0.248
O -4.223678 1.389760 -0.049185 0.342 -0.090 0.197 0.021
C -5.365423 2.101147 -0.170011 0.059 -0.079 -0.122 -0.502
O -5.924989 2.526928 0.788303 -0.192 0.151 0.325 0.152
C -5.683341 2.347435 -1.636132 0.313 0.265 -0.331 -0.389
P -5.874959 4.231684 -1.681659 -0.654 0.220 0.246 0.770
N -7.271125 4.760947 -1.222904 0.296 0.108 -0.261 -0.271
C -7.019290 1.691075 -2.050216 -0.023 -0.140 0.064 -0.640
I -7.776767 2.455096 -3.949210 0.026 0.053 -0.007 0.905
C -8.142047 1.759609 -1.002468 -0.219 -0.062 0.037 -0.311
C -8.257401 0.479118 -0.155956 -0.072 0.016 -0.026 -0.095
H 0.793581 2.332880 -1.952340 0.004 -0.088 -0.001 0.049
H 2.293637 3.161621 -1.586287 -0.050 -0.015 0.015 0.072
H 2.092276 1.530423 -1.028586 -0.202 -0.190 -0.142 0.064
H 3.430611 1.189781 -2.978705 -0.035 -0.048 0.008 0.103
H 2.773792 2.599137 -3.769307 0.092 -0.044 -0.030 0.097
H 0.846383 0.361185 -3.390692 -0.027 -0.178 -0.124 0.100
H 2.128258 0.080788 -4.574106 -0.071 0.006 -0.043 0.112
H 1.585077 2.345172 -5.578618 -0.001 -0.017 0.000 0.107
H 0.204880 2.446726 -4.515279 -0.026 0.047 -0.127 0.093
H -0.168478 1.739227 -6.970448 -0.041 0.042 0.069 0.101
H 0.659409 0.239821 -6.577854 -0.006 0.110 -0.151 0.113
H -1.899464 0.166663 -6.604383 0.028 0.002 0.001 0.114
H -1.057938 -0.598797 -5.274472 -0.073 -0.001 -0.025 0.118
H -2.320081 2.171291 -5.055134 0.032 -0.009 -0.064 0.104
H -1.468794 1.240883 -3.817701 -0.074 0.339 0.122 0.073
H -3.781441 -0.015948 -5.266750 -0.079 0.033 0.040 0.124
H -3.158732 -0.413643 -3.698021 0.020 -0.049 -0.048 0.079
H -4.757745 2.072028 -4.460509 -0.081 0.067 0.030 0.090
H -5.418407 0.644425 -3.747986 -0.063 0.023 -0.057 0.046
H -3.692324 3.463663 -3.497451 -0.032 -0.019 -0.026 0.084
H -1.989612 4.409856 -2.774286 0.025 -0.038 0.007 0.104
H -1.460479 2.800738 -2.403824 0.019 -0.204 -0.063 0.068
H -2.736651 3.464932 -0.042713 0.065 -0.113 0.042 0.101
H -1.029203 3.645262 -0.358506 -0.045 -0.017 -0.009 0.098
H -1.432038 5.807494 0.334783 -0.032 -0.016 0.000 0.071
H -3.123903 5.781252 -0.101605 0.011 0.040 -0.136 0.053
H -1.893723 6.060155 -1.343635 -0.013 0.017 0.003 0.069
H -1.748149 1.502667 -0.871511 0.136 0.277 0.119 0.109
H -1.885929 0.251564 -2.109317 -0.053 0.087 -0.167 0.105
H -0.142433 -0.718137 -0.670036 -0.048 0.053 -0.055 0.120
H -1.298145 -1.832846 -1.393408 -0.140 0.077 -0.013 0.110
H -1.816391 -2.439513 1.158293 0.047 0.024 0.040 0.085
H -0.147060 -1.837354 1.400371 -0.105 -0.012 0.100 0.059
H -0.473848 -3.170066 0.278404 0.093 0.010 0.144 0.079
H -3.423671 -1.642106 -1.861984 0.121 0.010 -0.262 -0.016
H -5.340454 -0.932473 -2.535937 0.005 0.032 -0.074 -0.013
H -5.599870 4.511828 -3.017191 0.053 -0.027 -0.138 -0.007
H -4.786856 4.712859 -0.954390 0.131 -0.071 -0.009 0.011
H -7.215886 5.312733 -0.376998 -0.149 -0.120 0.116 -0.022
H -6.846285 0.648057 -2.310056 -0.006 0.024 0.018 0.038
H -9.085734 1.932979 -1.515973 0.060 -0.009 -0.016 0.065
H -7.988107 2.629259 -0.374395 -0.010 0.037 -0.047 0.072
H -9.232170 0.011491 -0.304630 0.009 0.016 0.044 0.072
H -8.143290 0.696190 0.906186 0.031 -0.034 -0.034 0.077
H -7.508472 -0.271231 -0.410894 -0.027 0.087 0.043 -0.014
C -1.720488 7.044760 -6.682600 -0.025 -0.007 0.008 -0.064
C -1.052538 5.862150 -5.992925 -0.107 0.021 -0.053 -0.423
C 0.065995 5.198169 -6.805465 0.058 -0.045 0.223 -0.203
O -0.379383 4.386873 -7.872455 -0.063 -0.010 -0.032 -0.196
C -0.645125 5.064919 -9.085597 0.019 -0.034 -0.016 -0.099
N -2.073871 4.889144 -5.584506 0.075 -0.097 0.047 0.053
H -2.398366 6.715606 -7.470951 0.018 -0.017 -0.014 0.067
H -2.310514 7.611521 -5.963794 -0.028 -0.016 0.003 0.077
H -0.980295 7.714198 -7.123740 0.004 -0.003 -0.003 0.080
H -0.582243 6.232263 -5.076153 0.058 0.014 -0.010 0.136
H 0.589699 4.523120 -6.122710 0.063 -0.045 -0.095 0.107
H 0.791617 5.937397 -7.168730 -0.051 0.054 0.014 0.124
H 0.055868 5.891692 -9.235487 0.002 0.012 -0.013 0.091
H -1.665089 5.455493 -9.126479 0.020 0.026 0.017 0.077
H -0.517670 4.345680 -9.893189 -0.004 -0.004 -0.002 0.088
H -1.626637 4.163148 -5.030777 0.031 0.030 0.015 0.033
H -2.395620 4.408842 -6.421336 -0.060 0.041 -0.016 0.075
C 1.259767 2.608927 4.157868 -0.017 0.014 0.029 -0.062
C 0.629295 1.361727 3.548615 0.113 0.172 -0.046 -0.422
C 1.445247 0.082986 3.759274 -0.115 -0.144 0.074 -0.194
O 2.581380 -0.037204 2.919539 0.038 0.048 -0.060 -0.190
C 3.747721 0.610895 3.383097 0.015 -0.075 0.012 -0.099
N 0.347013 1.613900 2.129994 0.012 -0.285 -0.034 0.054
H 2.098482 2.965602 3.558851 0.023 -0.024 -0.006 0.065
H 0.526863 3.413585 4.200980 -0.002 0.009 -0.028 0.077
H 1.618601 2.416480 5.170729 0.006 0.000 0.003 0.069
H -0.329750 1.197721 4.048517 -0.009 -0.040 0.004 0.140
H 0.805793 -0.765802 3.501967 0.036 -0.029 -0.025 0.115
H 1.739960 -0.042114 4.809270 -0.023 0.051 -0.004 0.109
H 3.814215 0.564772 4.474935 0.012 0.012 0.006 0.075
H 3.794359 1.657922 3.071633 -0.019 0.009 0.027 0.077
H 4.603437 0.086966 2.957021 0.005 0.002 -0.004 0.086
H -0.168751 0.816598 1.763382 -0.172 0.114 -0.037 0.059
H 1.235266 1.580429 1.635168 0.026 0.096 0.005 0.061
C 5.175812 -2.327178 8.672523 0.041 -0.021 -0.028 -0.069
C 4.063598 -3.009215 7.881297 0.042 0.121 0.167 -0.432
C 3.559691 -2.200749 6.682198 0.029 -0.098 -0.213 -0.210
O 2.708117 -1.117572 7.013239 -0.018 0.125 0.025 -0.201
C 3.352557 0.077312 7.400884 -0.044 -0.009 -0.015 -0.116
N 2.982894 -3.372394 8.801140 -0.013 0.005 -0.090 0.047
H 4.784368 -1.523069 9.296361 -0.017 0.023 -0.016 0.064
H 5.655976 -3.045411 9.336009 -0.023 -0.004 0.024 0.075
H 5.936924 -1.908747 8.010640 -0.002 0.002 0.000 0.077
H 4.472560 -3.937706 7.470004 -0.034 -0.010 -0.056 0.131
H 2.957839 -2.867895 6.064193 -0.070 0.019 0.028 0.098
H 4.397700 -1.837490 6.068755 0.052 -0.006 0.074 0.118
H 4.302002 0.206530 6.870004 0.019 0.013 0.015 0.085
H 3.544971 0.117151 8.476234 0.038 -0.025 -0.004 0.078
H 2.690044 0.905276 7.144120 0.003 0.004 0.000 0.077
H 2.297386 -3.920105 8.292415 0.049 0.016 -0.047 0.036
H 2.494499 -2.516584 9.049423 0.007 -0.008 0.091 0.071
C 2.897567 -5.866733 4.309565 0.087 -0.106 -0.010 -0.064
C 2.279467 -6.282511 5.639449 0.013 0.204 -0.160 -0.419
C 1.374130 -7.514844 5.554991 0.030 -0.047 0.070 -0.207
O 0.110109 -7.275646 4.971878 -0.035 0.060 -0.048 -0.185
C 0.064363 -7.318134 3.559919 -0.034 -0.040 0.023 -0.106
N 1.598046 -5.115102 6.209021 -0.163 -0.186 0.205 0.049
H 2.173121 -5.366005 3.665563 -0.039 -0.015 0.020 0.073
H 3.716943 -5.169945 4.479353 -0.003 0.014 0.022 0.061
H 3.301030 -6.724201 3.769611 0.011 0.009 -0.021 0.081
H 3.096480 -6.546700 6.318586 -0.003 -0.043 0.012 0.138
H 1.164267 -7.857960 6.571144 -0.030 0.006 -0.003 0.123
H 1.884607 -8.331961 5.027680 0.031 0.027 -0.007 0.121
H 0.752069 -8.073363 3.165995 0.006 -0.001 -0.018 0.090
H 0.304722 -6.352596 3.107168 0.034 -0.010 0.002 0.073
H -0.952402 -7.587175 3.277430 -0.005 0.002 -0.001 0.088
H 1.265227 -5.345293 7.141861 0.001 -0.057 -0.009 0.075
H 0.745624 -4.962379 5.675918 0.035 0.071 -0.057 0.082
C 7.128553 -4.550744 -0.451211 -0.003 -0.003 -0.033 -0.070
C 6.896198 -5.893300 0.233672 0.072 0.065 0.012 -0.437
C 5.526339 -6.021093 0.910405 -0.036 -0.115 0.003 -0.210
O 5.398878 -5.324465 2.133717 -0.026 0.104 -0.029 -0.200
C 5.090669 -3.947788 2.017129 0.059 -0.047 0.088 -0.102
N 8.008809 -6.161546 1.145958 -0.098 -0.044 0.048 0.039
H 7.347778 -3.767163 0.274173 -0.018 0.003 0.019 0.064
H 7.984057 -4.619492 -1.121559 0.025 -0.003 0.020 0.076
H 6.258015 -4.244953 -1.034499 -0.005 0.001 0.006 0.077
H 6.920863 -6.667206 -0.540171 -0.039 -0.014 -0.014 0.134
H 5.367755 -7.073541 1.160314 0.000 0.008 0.031 0.121
H 4.724137 -5.720338 0.222504 0.031 0.017 -0.030 0.120
H 4.445369 -3.754369 1.154779 0.001 0.007 -0.015 0.093
H 5.995835 -3.341507 1.930433 -0.041 0.052 -0.052 0.077
H 4.561845 -3.649344 2.921682 -0.009 -0.005 0.003 0.072
H 7.936638 -7.105961 1.510511 0.035 -0.017 -0.045 0.071
H 7.908516 -5.557443 1.956548 0.037 0.031 -0.013 0.070
```
Positions in Å, forces in eV/Å.

Summary:
LUMO level in eV: 0.2
Energy relative to the best compared isomer or geometry (same formula, charge and spin) in kcal/mol: 0.0
Spin multiplicity: 1
Charge: 0
Structure (SMILES): CCCCCCCCC[C@]1(NCCC)[C@](COCC)([PH2]=S)OC(=O)[C@]1([PH2]=N)[C@H](I)CC.COC[C@@H](C)N.COC[C@@H](C)N.COC[C@@H](C)N.COC[C@@H](C)N.COC[C@@H](C)N
Total energy in Ha: -4023.905094